1.
A cluster of 2 separate species, C20H31O in total. Source: OMol25; level of theory: ωB97M-V/def2-TZVPD.

XYZ file:
```
52
Properties=species:S:1:pos:R:3:forces:R:3
O 0.053504 -2.518408 3.250357 0.2 4.0 0.8
C 3.271104 0.091022 3.678258 -0.1 -0.3 -0.1
C -1.617592 0.964678 -4.638468 0.0 0.1 -0.1
C -2.753747 -0.304490 -2.649622 0.1 -0.2 0.3
C 1.767658 1.900669 4.155493 -0.4 0.0 0.0
C 0.688829 1.064519 4.004759 -0.1 -0.1 0.0
C -2.448665 0.783005 -1.602454 0.0 0.3 -0.3
C -0.441229 -0.495058 -0.633622 0.0 0.2 0.2
C 0.395229 -0.338448 -3.581929 0.0 -0.2 0.3
C -1.137161 -3.263178 3.155923 -1.4 -1.1 -0.2
C 0.884641 -0.301865 3.684117 0.2 -0.4 -0.1
C 4.231642 2.353289 4.162354 0.4 -0.1 0.0
C 0.793288 0.232180 -1.098331 0.4 0.1 -0.1
C -0.169103 -1.211601 3.530261 1.4 -2.0 -0.6
C -0.311566 0.172025 -4.845495 0.1 0.1 -0.1
C 0.737753 0.749903 -2.546796 -0.1 0.3 -0.3
C -1.716092 0.256783 -0.355676 -0.3 0.1 0.1
C -2.842065 0.201316 -4.095900 -0.1 0.1 -0.1
C 3.073219 1.435155 3.995262 0.1 -0.1 0.0
C -0.393359 -1.800293 -0.426976 0.1 -0.1 0.3
C 2.207615 -0.759873 3.526373 0.3 -0.2 0.0
H -1.421824 1.839845 -4.012313 0.0 0.0 0.0
H 1.656031 -0.438022 -0.994593 -0.2 0.0 0.0
H -3.056897 -0.643443 -4.762715 0.1 0.0 0.1
H 1.616896 2.937367 4.404352 -0.1 0.2 0.0
H 0.988859 1.060897 -0.405500 -0.1 0.1 -0.2
H 0.003137 1.556144 -2.599519 0.1 -0.1 0.0
H 5.176565 1.834801 3.999969 -0.1 0.0 0.0
H -1.992856 -1.085278 -2.590816 -0.1 0.1 0.0
H -1.248475 -2.341409 -0.076957 -0.5 -0.3 0.1
H -1.899402 1.402448 -5.606894 0.0 -0.2 0.1
H -1.777356 -2.840417 2.382827 0.0 -0.1 -0.1
H 0.506257 -2.358335 -0.587782 0.4 -0.3 -0.1
H 1.684334 1.240873 -2.815289 -0.1 -0.2 0.2
H 0.398599 0.802001 -5.398823 -0.2 0.0 0.1
H -0.513702 -0.674559 -5.514039 0.0 0.0 0.2
H -3.375872 1.297917 -1.312734 0.1 -0.2 0.1
H -2.394686 -0.399512 0.203729 0.1 -0.1 -0.1
H 4.274051 -0.278778 3.554821 0.2 -0.1 0.0
H 4.255297 2.771973 5.168365 -0.1 0.1 0.0
H -1.660281 -3.241008 4.111001 0.0 -0.1 0.0
H -3.679679 -0.826693 -2.368439 0.0 0.2 -0.2
H -1.188597 -0.875245 3.638957 -0.4 -0.2 0.0
H -1.843201 1.572247 -2.052653 0.0 -0.1 0.0
H -3.724935 0.850705 -4.174187 0.2 0.0 0.0
H -0.226116 -1.102073 -3.109658 0.1 0.1 0.0
H 4.181652 3.176424 3.449831 -0.1 0.1 0.0
H 1.312374 -0.883153 -3.849289 -0.1 0.2 -0.1
H -0.309501 1.442561 4.135349 -0.3 0.1 0.0
H -1.486979 1.084280 0.328439 0.0 0.1 -0.2
H 2.363736 -1.798376 3.285727 0.1 -0.1 0.0
H -0.891333 -4.295512 2.900946 0.1 0.3 0.0
```
Forces are in eV/Å.

## Properties
- Multiplicity: 1
- Molar mass: 287.47 g mol⁻¹
- Charge: +1
- DFT total energy: -855.62342 Eh

---

2.
A structure of composition C5H16N2O2. Source: OMol25; level of theory: ωB97M-V/def2-TZVPD.

XYZ file:
```
25
Properties=species:S:1:pos:R:3:forces:R:3
O 1.678569 1.340141 0.907206 0.2 0.3 0.2
O -0.991138 -1.504403 0.408647 0.1 0.8 1.6
N -0.370043 2.582675 -0.382686 0.0 -0.2 0.1
N -1.997585 1.334642 1.059968 0.1 0.0 0.0
C -0.208509 -2.044428 -0.522423 1.7 2.1 -1.0
C 0.383060 0.803547 1.081974 0.5 -0.2 -2.1
C 0.894424 -2.949299 -0.040039 -0.2 -0.1 0.1
C 0.737698 -0.563003 -1.447274 -0.4 -2.2 -0.8
C -0.674477 1.897979 0.887789 0.0 0.0 -0.1
H -0.025779 -0.127227 -2.091219 0.1 0.2 0.1
H -0.879338 3.453298 -0.465984 0.0 0.0 0.0
H -0.750554 -2.386809 -1.406893 0.0 0.1 0.3
H -2.161867 0.539637 0.451751 0.0 0.0 0.0
H 0.430193 -0.017565 -0.091836 -0.6 1.3 3.0
H -0.533024 2.656669 1.666005 0.0 -0.1 0.0
H 1.569095 0.126873 -1.259064 -0.2 0.2 0.5
H 1.254745 -1.311704 -2.044568 0.0 -0.1 -0.4
H 1.540068 -2.421636 0.664279 0.0 0.0 0.0
H -2.726733 2.023426 0.923666 0.1 -0.1 0.0
H -0.409255 -0.770583 0.920487 -1.2 -1.6 -1.2
H -0.624604 1.998503 -1.172186 0.0 0.0 0.0
H 0.336715 0.440641 2.113676 -0.1 -0.4 -0.2
H 0.455237 -3.804069 0.483857 0.0 0.0 0.0
H 1.575544 2.023478 0.223039 0.0 0.0 0.1
H 1.497559 -3.320783 -0.868172 0.0 0.0 0.0
```
Forces are in eV/Å.

## Properties
- Multiplicity: 1
- Energy relative to the best compared isomer or geometry (same formula, charge and spin): 108.4 kcal/mol
- Molar mass: 136.20 g mol⁻¹
- Charge: 0
- DFT total energy: -459.94376 Eh

---

3.
A structure of composition C25H37N2O5P2S2Sn. Source: OMol25; level of theory: ωB97M-V/def2-TZVPD.

XYZ file:
```
74
Properties=species:S:1:pos:R:3:forces:R:3
Sn -0.384699 0.077958 0.473468 -0.2 -0.2 -0.1
S -3.033772 1.449599 -0.502479 0.0 -0.4 -0.5
S -0.119905 2.656633 0.683336 -0.3 0.3 -0.1
P -1.893270 3.006205 -0.326221 0.3 0.7 0.6
P -0.992243 -2.601959 0.323535 -0.6 0.5 0.0
O 0.342882 -0.747440 2.346429 0.0 0.3 -0.2
O -1.484276 3.840455 -1.654450 -0.5 -0.6 1.6
O 0.236326 -1.023426 5.058552 -0.1 0.4 0.6
O 0.162330 -0.201828 -1.591873 0.1 0.0 -0.5
O -2.736624 4.087404 0.471355 0.3 0.7 0.2
N 2.315296 0.422323 -1.113572 -0.2 -0.4 0.8
N 1.831089 0.191947 0.214741 0.8 0.6 -1.5
C 2.676072 0.527372 1.108418 -0.1 -0.1 0.4
C -2.197448 -2.899906 1.699445 0.6 -1.5 0.1
C 1.566363 -3.322807 -0.601761 -1.4 -0.8 1.1
C -0.932909 3.197644 -3.802774 1.8 -0.8 -1.3
C 2.352491 0.488355 2.522961 2.7 1.8 -1.3
C 1.259995 -0.338086 4.493031 0.9 0.5 -1.2
C 3.310660 1.132641 3.349934 0.4 0.8 -1.8
C 1.622768 1.255905 -6.100779 0.4 0.1 2.0
C 0.709846 0.306170 -5.631583 -0.4 -0.9 -2.1
C -0.407617 3.262631 -2.395345 0.6 0.7 -0.5
C 1.363878 0.188258 -1.960766 -0.9 -0.4 1.8
C 0.674824 -0.126392 -4.333138 1.3 1.9 0.8
C -1.685407 -4.715050 -1.391970 -0.5 -0.1 -2.8
C 1.555249 0.458433 -3.362795 -1.1 -0.8 -2.7
C 2.475975 1.357654 -3.845919 1.2 0.9 0.0
C -1.776963 -3.210418 -1.223448 -0.8 1.2 -0.7
C 2.304342 0.164579 5.232700 -1.2 -1.0 1.1
C 1.289110 -0.146281 3.044496 -2.2 -2.2 2.1
C 0.512709 -3.574200 0.571257 0.3 -0.3 -1.2
C -3.187376 5.875611 1.998783 -0.4 0.6 -0.9
C -2.650701 -4.361518 2.043005 1.6 0.0 1.5
C 3.308288 0.928572 4.666136 0.6 0.7 1.7
C 0.356250 -2.433687 5.058788 -0.5 0.3 0.3
C 2.524018 1.808236 -5.168767 -1.1 -1.1 -0.4
C -2.153456 5.291153 1.048428 -0.8 0.3 -0.7
H -1.777659 5.955177 0.252005 -0.6 -0.1 0.1
H -3.281261 -4.502249 2.956787 0.6 0.8 -0.5
H -0.682504 -5.119459 -1.484602 0.2 0.2 0.1
H -0.023767 -2.770520 4.103874 0.2 -0.6 -0.2
H 3.229397 1.768313 -3.184074 -0.2 0.0 0.3
H 1.064401 -3.226401 -1.583221 0.3 -0.3 0.5
H 3.233099 2.568343 -5.443174 0.2 0.1 -0.1
H 1.371945 -2.746288 5.268995 0.3 -0.1 -0.2
H 1.581450 1.578355 -7.106447 0.1 0.3 -0.9
H 3.997726 1.401884 5.363279 0.1 0.0 -0.4
H -2.731537 6.644642 2.636878 -0.1 -0.2 -0.2
H -0.110343 -0.761115 -4.078186 -0.9 -1.1 0.8
H -2.146897 -5.131225 -0.562657 -0.7 -1.2 1.6
H -0.165605 2.269399 -2.005970 0.0 0.1 -0.3
H -2.865703 -2.875116 -1.170272 1.2 -0.5 0.1
H 2.088756 -2.422699 -0.396028 0.5 0.9 0.0
H -2.263313 -5.116027 -2.301860 0.8 0.8 1.2
H 2.284898 -4.145524 -0.562608 -0.1 0.1 -0.4
H -3.262154 -4.799776 1.288199 -0.1 -0.3 -0.9
H 0.884350 -3.413164 1.574417 0.4 0.5 0.1
H 0.216068 -4.609986 0.557853 -0.1 -0.6 -0.1
H -1.724391 -4.983099 2.239287 -1.1 0.4 -0.4
H 3.692358 0.823942 0.779297 -0.7 0.0 0.3
H -1.708040 2.458751 -3.836178 -0.4 -0.6 -0.1
H 0.028364 -0.205076 -6.381855 0.8 0.9 1.0
H -3.059649 -2.342710 1.453035 -1.0 0.9 -0.4
H -0.125184 2.893188 -4.542256 -0.9 0.3 0.9
H -1.292891 5.039490 1.600841 1.1 -0.7 0.8
H -1.704716 -2.361861 2.503572 -0.1 -0.2 0.5
H 3.987089 1.866239 2.863724 -0.2 -0.8 0.4
H -4.060442 6.318254 1.464149 0.7 -0.2 0.3
H -3.579506 5.068475 2.600625 0.0 -0.2 0.3
H 0.489088 3.912770 -2.226842 -0.7 -0.5 -0.4
H -1.380622 -2.596095 -2.075212 -0.1 -0.7 0.7
H 2.322626 -0.022199 6.314573 -0.2 0.1 -0.4
H -0.267369 -2.798239 5.879444 -0.1 0.0 -0.2
H -1.372136 4.108855 -4.160545 0.0 0.7 0.1
```
Forces are in eV/Å.

## Properties
- Multiplicity: 2
- Energy relative to the best compared isomer or geometry (same formula, charge and spin): 0.0 kcal/mol
- Molar mass: 690.37 g mol⁻¹
- Charge: 0
- DFT total energy: -3153.97295 Eh

---

4.
An isolated molecule of C5H8O. Source: OMol25; level of theory: ωB97M-V/def2-TZVPD.

XYZ file:
```
14
Properties=species:S:1:pos:R:3:forces:R:3
O 1.339183 -0.972643 0.109000 0.2 0.0 0.0
C -0.654898 0.986023 0.429903 -0.1 0.1 0.1
C 0.152859 -1.434222 0.780927 -0.2 -0.2 0.3
C -0.724932 -0.493222 -0.035364 -0.2 -0.1 0.0
C 0.555676 -0.255554 -0.863172 0.0 0.1 -0.4
C 0.485633 1.248883 -0.589520 0.1 0.1 -0.1
H 0.729282 -0.619636 -1.880954 0.0 0.1 0.1
H -1.665156 -0.861847 -0.448364 0.1 0.1 0.1
H -0.030637 -2.498094 0.576306 0.1 0.1 0.0
H 0.194906 -1.274847 1.866129 0.0 0.0 -0.2
H 1.406196 1.710052 -0.222087 -0.1 -0.1 0.0
H -1.563328 1.572280 0.267483 0.1 -0.1 0.0
H -0.356641 1.093517 1.477905 -0.1 0.0 -0.1
H 0.131858 1.799310 -1.468192 0.1 -0.1 0.1
```
Forces are in eV/Å.

## Properties
- Multiplicity: 1
- Energy relative to the best compared isomer or geometry (same formula, charge and spin): 47.6 kcal/mol
- Molar mass: 84.12 g mol⁻¹
- SMILES: C1C[C@H]2OC[C@@H]12
- Charge: 0
- DFT total energy: -270.48196 Eh